1.
The following is a quantum chemistry calculation of a structure of composition C37H73BCl2F2N6O13PS at a distorted geometry, from the OMol25 dataset.

Geometry as XYZ:
```
136
Properties=species:S:1:pos:R:3:lowdin_charge:R:1
Cl -0.70143 -6.92833 0.02187 0.8479
Cl -0.88227 0.30664 1.88824 0.6928
S 1.35405 -5.64278 4.19998 0.7092
P 0.43183 -2.27076 -1.95544 1.0990
F -1.46190 -4.71299 -2.09565 -0.0244
F 3.76622 -5.22288 -0.28848 -0.1142
O 2.44360 5.82622 -0.34817 -0.1985
O -2.57809 -2.09751 -2.61074 0.0924
O 7.72315 6.93509 -6.22513 -0.1767
O 0.72282 -3.28553 -3.24993 -0.1978
O -4.76626 -7.28740 0.60145 -0.1151
O 0.26246 -4.72824 1.10911 -0.1123
O 0.10513 -0.73025 -2.72566 -0.2504
O -3.32905 -6.12103 8.68826 -0.1981
O -1.56063 3.94954 -1.24629 -0.2090
O -2.72305 -0.83101 -0.54452 0.0142
O 3.43481 5.69368 -5.54645 -0.2044
O 0.97604 -5.36118 -1.15969 -0.0774
O -3.71896 -3.06040 5.39309 -0.2439
N -0.00993 6.63126 -1.88315 -0.0509
N -1.78426 -3.69728 7.81376 -0.0513
N 4.97353 6.97150 -7.78862 -0.0536
N -0.84191 -2.70269 -0.75717 -0.0842
N 0.82259 -7.39828 -2.78216 0.1741
N 0.86365 -3.14221 2.67877 0.0899
C 1.94074 7.16501 -0.46302 -0.1970
C -5.32859 -5.08123 -0.58744 -0.1622
C -2.46385 -7.03726 8.02634 -0.1085
C 1.64749 -0.18935 1.05071 -0.2699
C 6.34710 7.08921 -8.29420 -0.1926
C -1.44548 6.33360 -1.95631 -0.1905
C 7.46560 6.38095 -7.51224 -0.2185
C -3.35287 -2.17573 6.45087 -0.2047
C -2.01139 5.27819 -0.99225 -0.2103
C -2.73742 -4.48195 -0.12071 -0.0959
C -4.25696 -4.30318 5.82142 -0.0796
C -5.40913 -5.98793 0.74077 -0.2674
C 6.84955 6.48440 -5.20295 -0.1032
C 0.41650 7.16463 -0.58694 -0.2041
C 2.93061 6.92988 -5.05162 -0.1022
C 0.92050 -6.67974 -1.77970 -0.3032
C -3.37950 1.54439 -0.24917 -0.0765
C -3.82209 -5.01173 -1.24441 -0.1574
C -0.29117 3.64238 -0.69245 -0.0957
C -2.63758 -5.21956 9.56400 -0.1998
C -3.03884 0.36257 -1.31459 -0.1967
C -1.34651 -2.30991 1.79703 -0.1234
C 4.47426 5.59515 -7.75307 -0.2100
C 3.20246 -4.69787 0.97310 -0.1002
C 2.06745 -0.21270 2.60947 -0.1529
C 0.83445 -4.31320 3.29806 -0.5496
C -1.28460 -4.15665 -0.72900 -0.2096
C -0.22673 -2.23265 0.57593 -0.2296
C 3.14714 5.38910 -1.50565 -0.1121
C 0.82784 -3.35170 1.15518 -0.3158
C 0.17577 -0.68426 0.66766 -0.4758
C -0.09266 -5.16636 -0.19448 -0.5702
C -2.29858 -2.57682 2.68838 0.1658
C -2.64267 -3.79925 8.99669 -0.2047
C 2.35049 -3.32122 0.73167 -0.0834
C -1.96709 -2.45331 7.05663 -0.1902
C 3.17984 5.49603 -6.94427 -0.2051
B -2.01624 -1.83690 -1.27349 -0.6045
H -1.98408 -4.47305 7.19232 0.0615
H -4.04384 0.14387 -1.87207 0.1452
H -3.29992 -3.64644 0.42748 0.1133
H 5.98646 7.14821 -5.12881 0.0675
H -2.00400 7.26744 -1.83536 0.1196
H -6.53593 -6.05330 1.03644 0.1333
H 2.62514 -2.97959 -0.32810 0.1050
H -0.10612 4.15844 0.25171 0.0975
H 8.39092 6.51956 -8.07996 0.1211
H -3.56650 -6.05945 -1.63943 0.1220
H 3.05234 -0.82449 2.76068 0.0810
H 1.30165 -0.65748 3.33364 0.0546
H -5.59366 -3.97841 -0.30202 0.1237
H -1.63579 5.98795 -2.97944 0.1195
H -3.09727 -2.61740 3.51594 0.0720
H -1.79488 -7.53200 8.73448 0.0897
H 4.15520 -4.46522 1.61104 0.1422
H -2.39067 2.02633 0.11035 0.0408
H -1.86605 5.54389 0.06081 0.1133
H 4.95251 7.35530 -6.85054 0.0629
H -3.08918 -7.79366 7.54814 0.0904
H 4.28627 5.25527 -8.77557 0.1224
H -4.91958 -4.67733 5.03730 0.0882
H -1.67720 -1.61024 7.69207 0.1201
H -4.83238 -4.21794 6.74477 0.0948
H 3.89804 6.12123 -1.81245 0.0871
H 0.49597 3.86604 -1.41423 0.0741
H 7.31713 5.29707 -7.44698 0.1084
H 7.37742 6.55053 -4.24862 0.0889
H 5.20129 4.91821 -7.29406 0.0981
H -4.14412 -2.12444 7.20654 0.1143
H -3.93558 -4.24823 -2.12147 0.1173
H -1.24291 -2.48560 6.23336 0.1127
H -0.07243 -3.36293 -3.84005 0.1027
H 6.57769 8.16098 -8.30992 0.1205
H -3.68006 -3.54345 8.76065 0.1000
H -1.88846 -6.53215 7.24758 0.0680
H -6.09616 -5.41677 -1.39919 0.1292
H -2.30467 -1.40726 -3.25600 0.1125
H 6.52921 5.45043 -5.34680 0.0866
H -3.45831 -5.03810 5.93168 0.0726
H -2.75290 -5.33471 0.68096 0.1191
H -3.09501 5.25288 -1.14454 0.1203
H 2.40900 6.17748 -7.32120 0.1217
H 1.69545 0.95183 0.78205 0.1179
H 3.65198 4.45504 -1.25133 0.0898
H 1.88571 7.07395 -5.33684 0.0908
H -4.86527 -5.41791 1.59128 0.1100
H 2.21160 7.67346 0.46790 0.1223
H -2.27354 0.66215 -2.11787 0.1314
H 2.50884 -0.62956 0.39284 0.1181
H 0.04668 8.18840 -0.48102 0.1249
H -0.24968 2.56491 -0.50879 0.0590
H -2.28326 -3.10515 9.76162 0.1244
H 2.78866 4.47789 -7.04193 0.1161
H 2.89620 -2.57054 1.44468 0.1147
H -4.05310 2.31064 -0.81245 0.0972
H -5.08048 -7.79466 1.40393 0.1127
H 6.36734 6.75206 -9.33576 0.1166
H -0.05647 -0.03156 -0.27813 0.1009
H 2.64118 -5.50188 1.56800 0.0934
H 2.45411 5.18717 -2.32499 0.0653
H -3.31114 -1.18017 5.99769 0.1210
H 3.54074 7.76395 -5.40355 0.0775
H -4.03128 1.15903 0.64011 0.1033
H 2.32253 0.85577 2.99289 0.0926
H 2.41745 7.71367 -1.28307 0.1195
H 0.38685 -0.80606 -3.68500 0.1063
H -3.19807 -5.21774 10.50436 0.1225
H 0.49655 5.77314 -2.07045 0.0625
H 0.01964 6.56857 0.24052 0.0992
H 2.99546 6.89937 -3.96248 0.0620
H -1.62313 -5.56549 9.79148 0.1226
```

Summary:
total charge	+1
gap between HOMO and LUMO	0.23166	hartree
E_tot	-4643.96132	hartree
spin multiplicity	1
LUMO level	-3.57	eV

2.
The following is a quantum chemistry calculation of a cluster of 7 separate species, C37H73BrN8O11 in total at a distorted geometry, from the OMol25 dataset.

Geometry as XYZ:
```
130
Properties=species:S:1:pos:R:3:lowdin_charge:R:1
Br -3.75642 -3.49503 4.01508 0.6425
O 0.91040 -1.05242 5.78259 0.0177
O -0.95317 0.68274 4.51420 -0.0395
O 1.54267 -1.80964 3.51540 -0.0236
O 6.31681 2.18269 1.33857 -0.0038
O -4.22649 -4.63818 -1.18746 0.0055
O -0.67681 1.80225 0.54184 -0.2318
O -1.79236 1.02431 -2.83126 0.0075
O -7.42154 -2.47494 4.75369 0.0062
O 3.52585 -2.28844 2.27022 -0.2233
O 2.43353 -1.03902 -3.14231 0.0063
O 3.56271 1.85926 -9.19923 0.0124
N -4.34869 -5.49092 0.88662 -0.0016
N 2.48944 1.90871 0.39629 0.1136
N 3.22745 0.52830 -4.54128 -0.0013
N 1.44446 1.50822 -9.85781 -0.0034
N -3.91061 0.67327 -3.48984 -0.0018
N -3.31339 1.94822 3.88448 0.1383
N 6.83912 2.48256 -0.82503 0.0051
N -6.62762 -0.90762 3.35471 -0.0008
C -7.36962 -1.28893 4.43422 -0.5523
C 3.29443 3.24908 2.43029 -0.0632
C 5.37477 -2.09536 4.12861 -0.1880
C 3.41327 1.85742 -5.07120 -0.0766
C 1.75151 1.21379 -2.69774 -0.0195
C 2.48545 0.14698 -3.46177 -0.5421
C -1.50938 -1.69383 3.35532 -0.1416
C 7.36270 3.17768 -1.97594 -0.0809
C 4.64659 -1.42893 2.77808 -0.1892
C 6.80286 2.90596 0.47139 -0.5401
C 2.27991 2.11422 1.73057 -0.3047
C -5.39230 -6.71946 -0.97039 -0.0154
C -4.61704 -5.54101 -0.45008 -0.5492
C -2.69701 -1.81872 4.47524 -0.6385
C 1.17558 1.46290 2.72080 -0.0565
C 2.68984 1.05871 -9.52875 -0.5522
C -5.05858 -0.09948 -3.89839 -0.0815
C 5.69303 -0.82274 5.16188 -0.1529
C -4.71705 -6.44280 1.90650 -0.0977
C 0.29648 0.73547 -10.26636 -0.0841
C -0.52356 -0.35840 3.56660 -0.2444
C -2.19249 -2.01500 6.02033 -0.1576
C 0.68154 -1.09585 4.46804 -0.1951
C 2.94308 -0.42223 -9.58498 -0.0153
C -1.72597 4.04450 0.16443 -0.1820
C 1.20488 -1.32333 2.13580 -0.1535
C -2.66522 0.22376 -3.16078 -0.5430
C -8.10355 -0.22213 5.19825 -0.0150
C 7.36925 4.26252 0.78668 -0.0117
C -2.00592 2.41268 0.40337 -0.1967
C 2.64505 -1.44520 1.39295 -0.0986
C 0.40325 0.10995 2.24900 -0.1750
C -2.08755 1.47702 3.99441 -0.1017
C -2.41199 -1.25718 -3.21701 -0.0015
C -0.25240 4.50768 0.80786 -0.1377
C -0.73272 0.42964 1.06338 -0.1081
C -6.44180 0.42150 2.82480 -0.0828
H 1.70353 1.38715 3.79065 0.1525
H 2.96757 3.43645 3.55025 0.0775
H -5.52792 -6.61938 -2.05141 0.0846
H 1.03173 1.71335 -3.35102 0.0845
H -7.39314 0.50083 5.60694 0.0851
H -6.16359 -1.68113 2.89262 0.1147
H 3.69148 -0.24522 -5.00338 0.1395
H -2.56601 -1.62442 -4.23477 0.0881
H 3.06345 1.86161 -6.10694 0.0756
H -2.97486 -2.57238 6.70340 0.0825
H 6.81954 5.03329 0.24063 0.0857
H 2.78906 -0.78947 -10.60274 0.0854
H -8.82333 0.27744 4.54497 0.0842
H -5.86723 0.09316 -3.18843 0.0831
H 4.34514 2.70573 2.49153 0.0672
H 3.33086 4.25422 1.80890 0.0912
H -5.37236 0.64744 2.84297 0.0475
H -6.37840 -6.75515 -0.50053 0.0856
H 2.46193 1.93675 -2.28905 0.0711
H -1.17516 -2.58392 6.12902 0.0892
H 2.87200 2.61396 -4.50151 0.0783
H -2.01181 -0.93484 6.49248 0.1012
H 0.33412 2.29472 2.88764 0.1281
H -1.84807 0.30064 1.46907 0.1243
H 1.35153 2.51556 -9.79598 0.1430
H 6.61180 -1.01358 5.86027 0.0675
H -4.00354 1.68060 -3.42801 0.1405
H -0.00801 1.07903 -11.25852 0.0835
H -3.80039 -6.80492 2.37946 0.0848
H 2.28101 -0.94148 -8.88753 0.0854
H -3.82353 -4.66849 1.16048 0.0985
H -2.57396 4.67740 0.68136 0.1098
H -3.48044 -0.92473 4.39154 0.0981
H 8.43038 4.29418 0.52709 0.0850
H 4.75616 -0.56782 5.85064 0.0831
H 5.90276 0.18122 4.55428 0.0767
H 0.50366 -0.33496 -10.29994 0.0764
H 2.49016 -2.08477 0.40636 0.1530
H -3.07406 -1.77643 -2.51956 0.0850
H 7.26952 4.46034 1.85810 0.0867
H 6.55186 3.29372 -2.69997 0.0793
H -4.85141 -1.16991 -3.93196 0.0795
H -2.03461 -1.70396 2.29864 0.1182
H 3.23926 -0.45469 1.23163 0.1120
H 4.56982 -2.77128 4.65920 0.1167
H -2.60900 2.01911 -0.52000 0.1159
H -5.32412 -5.92289 2.65236 0.0673
H 7.76772 4.15849 -1.72329 0.0764
H 6.37788 -2.64275 3.87844 0.1041
H -5.36308 0.24408 -4.89055 0.0824
H 5.43672 -1.23864 1.90526 0.1429
H 1.80176 1.17758 0.12259 0.0165
H 4.48271 2.08335 -5.05303 0.0797
H -6.98306 1.17804 3.39448 0.0788
H -5.27816 -7.28820 1.50611 0.0772
H -0.14434 5.68586 0.66516 0.0807
H -0.24815 4.30035 1.96651 0.0718
H 6.43979 1.56058 -0.95795 0.1440
H -1.64855 4.22320 -1.00012 0.1103
H -6.79162 0.42569 1.78906 0.0827
H 4.24657 -0.37028 3.15876 0.1183
H -0.60845 -0.39476 0.21942 0.1484
H -0.51216 0.92811 -9.55640 0.0835
H 1.20547 0.75799 -1.86641 0.0630
H -8.64960 -0.67793 6.02958 0.0861
H 0.65994 4.02976 0.23546 0.0724
H 3.97832 -0.62732 -9.29648 0.0861
H 8.15044 2.56030 -2.41568 0.0841
H 0.52174 -2.04488 1.47496 0.1682
H -0.89602 -2.71209 3.40782 0.1461
H -1.37674 -1.46227 -2.92851 0.0865
H -4.84293 -7.64390 -0.77551 0.0852
H -2.68429 2.35239 1.35429 0.0941
```

Summary:
SMILES string	[H]/N=C(/C)C[C@@]1(COCCC)[C@@H](COCCC)OC(=O)[C@@]1(C[C@H](C)Br)OC#N.CNC(C)=O.CNC(C)=O.CNC(C)=O.CNC(C)=O.CNC(C)=O.CNC(C)=O
gap between HOMO and LUMO	0.32166	hartree
E_tot	-5292.92144	hartree
spin multiplicity	1
LUMO level	-0.43	eV

> The highest LUMO level belongs to which entry?

C37H73BrN8O11

> Number 2 is which compound?

C37H73BrN8O11

> Which formula does entry 2 have?

C37H73BrN8O11